Below is a 11-piece molecular cluster, C5H32N2O11 overall in a non-equilibrium geometry, with properties calculated with ωB97M-V with the def2-TZVPD basis set.

```
! RIJCOSX wB97M-V def2-TZVPD def2/J DEFGRID3
* xyz 0 1
C 2.9954 0.2139 -2.1827
N 2.2260 0.7952 -1.3248
C 1.7792 0.0907 -0.1216
C 0.3123 0.4808 0.1742
C 0.1992 1.5224 1.3107
N 0.7103 0.9275 2.5633
C -1.2667 1.9784 1.4297
O -1.5987 2.9004 0.4109
H 3.4510 -0.7423 -2.1296
H 3.3420 0.8100 -3.0173
H 2.4715 0.3978 0.7028
H 1.8734 -1.0231 -0.1825
H -0.1667 0.8523 -0.7378
H -0.2816 -0.4219 0.4539
H 0.8241 2.4086 1.0644
H 0.5128 1.4987 3.3738
H 0.3072 0.0108 2.7150
H -2.0253 1.1557 1.3052
H -1.4369 2.4783 2.3671
H -0.9847 3.5639 0.3354
O -3.6706 -0.3076 -0.6921
H -3.1636 -1.1034 -0.8549
H -3.5236 -0.2194 0.2779
O 0.5005 -2.9069 -0.2683
H 0.4317 -2.3388 -1.0754
H -0.2636 -3.4181 -0.2867
O -2.3525 1.7002 -1.8688
H -2.1008 2.1859 -1.0608
H -2.9234 0.9642 -1.5016
O -2.1641 -2.5200 -1.0407
H -1.5045 -2.1193 -1.6161
H -2.7941 -3.0449 -1.5035
O 2.4695 -1.3415 3.3378
H 3.2854 -1.6673 2.9083
H 2.3356 -0.4139 3.0753
O -0.1420 -1.6241 -2.5677
H -0.1436 -0.6169 -2.7616
H 0.0157 -2.0403 -3.4227
O 0.1393 -2.1141 2.2704
H 0.8886 -2.0336 2.7490
H 0.2938 -2.3566 1.3800
O -0.2166 0.8632 -3.1837
H -1.0876 1.2285 -2.8151
H 0.4564 1.3261 -2.7102
O -2.2963 -1.3561 1.4137
H -2.2584 -1.9544 0.6521
H -1.5458 -1.5115 1.9429
O 2.8087 3.3439 0.2596
H 2.5284 2.7928 -0.5390
H 2.7534 2.7055 0.9918
*
```

Calculated values
gap between HOMO and LUMO = 10.02 eV
LUMO energy = 0.16 eV
SMILES string = C=NCC[C@H](N)CO.O.O.O.O.O.O.O.O.O.O
energy relative to the best compared isomer or geometry (same formula, charge and spin) = 2.388 eV

Below is a 3-piece molecular cluster, C2H9O3 overall in a non-equilibrium geometry, with properties calculated with ωB97M-V with the def2-TZVPD basis set.

```
! RIJCOSX wB97M-V def2-TZVPD def2/J DEFGRID3
* xyz 0 2
C -0.7287 0.4821 1.8537
O 0.4002 -0.1247 1.3192
C -0.7553 2.0036 1.5919
H -1.6647 0.0827 1.4801
H -0.7501 0.2692 2.9239
H -1.3783 2.2174 0.7247
H -1.1903 2.4851 2.4626
H 0.2825 2.3083 1.4734
H 0.6947 -1.2728 -2.4749
H 1.0652 0.0381 -3.2193
O 0.9252 -0.9047 -3.3366
H -0.7537 -1.0767 -0.9007
H 0.5032 -0.5129 0.4418
O 0.1657 -1.3905 -0.8066
*
```

Calculated values
gap between HOMO and LUMO (alpha / beta) = 11.00 / 6.74 eV
LUMO energy (alpha / beta) = 0.44 / -3.64 eV
expectation value of S² = 0.755
energy relative to the best compared isomer or geometry (same formula, charge and spin) = 0.969 eV

Below is a 2-piece molecular cluster, C7H15NO overall in a non-equilibrium geometry, with properties calculated with ωB97M-V with the def2-TZVPD basis set.

```
! RIJCOSX wB97M-V def2-TZVPD def2/J DEFGRID3
* xyz 0 1
C -1.2547 -0.4370 -1.2036
C 1.7424 0.4851 0.6272
C -0.3335 -2.0836 0.1767
C 0.6352 1.5183 0.6387
C -2.4146 -0.1053 -0.3187
C -1.1133 0.1846 -2.5545
C 2.0989 -0.3110 1.8567
N 2.0295 1.8987 0.5754
O -0.4329 -1.3962 -0.9286
H 2.3768 2.2758 1.4437
H 1.9355 -0.0161 -0.3117
H 0.4364 -2.8294 0.1825
H -1.0802 -2.0440 0.9506
H 0.0940 1.6487 1.5719
H 0.0737 1.7838 -0.2443
H -2.0841 0.1068 0.7003
H -1.9211 -0.1209 -3.2264
H -2.9332 0.7712 -0.6956
H -3.1207 -0.9403 -0.2645
H -1.1391 1.2743 -2.4799
H -0.1653 -0.1140 -2.9961
H 1.5183 -1.2304 1.8937
H 1.8975 0.2584 2.7642
H 3.1547 -0.5775 1.8424
*
```

Calculated values
gap between HOMO and LUMO (alpha / beta) = 7.93 / 7.60 eV
LUMO energy (alpha / beta) = 0.95 / 0.96 eV
energy relative to the best compared isomer or geometry (same formula, charge and spin) = 5.211 eV

Below is C22H44Br2INO9P2Pd as an isolated structure in a non-equilibrium geometry, with properties calculated with ωB97M-V with the def2-TZVPD basis set.

```
! RIJCOSX wB97M-V def2-TZVPD def2/J DEFGRID3
* xyz 2 1
C 5.3972 -0.9761 0.3888
C 5.7829 -2.3947 -0.1101
O 5.0171 -2.8662 -1.2474
P 3.4198 -3.0716 -0.9045
O 3.2003 -3.3089 0.5326
C 2.5739 -1.5818 -1.5675
C 0.9961 -1.7188 -1.5583
C 0.2790 -0.3579 -1.2384
C -0.5790 -0.3111 0.0647
O -1.7029 -1.1483 0.1289
C -2.2830 -1.5694 -1.1026
O -3.3429 -2.4366 -0.7345
C -2.9283 -0.4433 -1.9888
C -4.4722 -0.2701 -1.7846
C -4.9333 1.0831 -2.4582
I -7.0248 0.7981 -2.9961
C -0.9542 1.2246 0.3032
C -2.3931 1.4220 0.8787
C -2.5519 1.1260 2.4021
C -3.1439 -0.2855 2.7003
Br -3.9561 2.3897 3.0594
O -0.0255 1.8870 1.1691
C 0.4878 3.1281 0.6903
C 1.6104 2.9706 -0.4155
C 1.0984 3.0064 -1.8744
O 1.8595 2.8152 -2.7558
C -0.5666 4.1870 0.2595
C -1.2512 5.0172 1.4250
C -1.0973 4.4534 2.8583
Br -3.1597 5.3559 1.0756
P 0.5542 -0.9145 1.4540
N 0.0207 -0.4394 2.9086
O 2.0499 -0.3058 1.3226
O 0.5708 -2.5312 1.4868
O 2.9418 -4.2769 -1.8834
C 3.1794 -5.5629 -1.2304
C 1.8320 -5.9724 -0.5443
H 4.6817 -1.0584 1.2244
H 5.0442 -0.3304 -0.4368
H 6.3009 -0.4783 0.7957
H 6.8325 -2.3382 -0.4601
H 5.7642 -3.1613 0.6821
H 2.9334 -0.6639 -1.0783
H 2.8972 -1.5031 -2.6279
H 0.7439 -1.9576 -2.6114
H 0.6424 -2.5836 -0.9685
H 1.0931 0.3844 -1.1033
H -0.2572 -0.0163 -2.1456
H -1.6452 -2.1911 -1.7564
H -3.5347 -2.3051 0.2069
H -2.4400 0.5477 -1.9193
H -2.8029 -0.7699 -3.0436
H -4.7326 -0.2244 -0.7149
H -4.9856 -1.0849 -2.3155
H -4.9325 1.8700 -1.6869
H -4.3390 1.3323 -3.3485
H -0.9832 1.6564 -0.7203
H -3.1733 0.8469 0.3559
H -2.6700 2.4888 0.7413
H -1.6651 1.3412 3.0126
H -3.6120 -0.2843 3.6984
H -3.9606 -0.4482 1.9642
H -2.3975 -1.0895 2.5499
H 1.0382 3.5772 1.5443
H 2.2956 3.8293 -0.2594
H 2.2029 2.0539 -0.2505
H 0.0371 3.2149 -2.1630
H -1.3769 3.8068 -0.3877
H 0.0017 4.9523 -0.4106
H -0.7722 6.0898 1.4451
H -0.2386 4.9605 3.3461
H -0.9667 3.3613 2.9153
H -1.9768 4.7033 3.4804
H -0.2096 -1.2396 3.5017
H 2.0398 0.6306 1.5931
H 0.7935 -2.8008 2.3966
H 3.4500 -6.3434 -1.9625
H 4.0062 -5.5190 -0.5001
H 1.7171 -7.0648 -0.4590
H 1.8110 -5.5053 0.4554
H 1.0139 -5.5259 -1.1428
Pd -0.1737 6.7186 -0.1500
*
```

Calculated values
gap between HOMO and LUMO = 1.76 eV
LUMO energy = -12.05 eV

Below is C27H18FeN6O3 as an isolated structure in a non-equilibrium geometry, with properties calculated with ωB97M-V with the def2-TZVPD basis set.

```
! RIJCOSX wB97M-V def2-TZVPD def2/J DEFGRID3
* xyz 1 2
Fe 0.0771 -0.1250 0.0075
C -0.2144 -0.4463 4.2886
C 1.1225 -0.2771 4.6555
C 2.0719 -0.0926 3.6758
C 1.6817 -0.0745 2.3372
N 0.3692 -0.2220 1.9837
C -0.5389 -0.4087 2.9542
C 2.5795 0.0680 1.2064
C 3.9483 0.1968 1.2214
C 4.6455 0.2750 0.0057
C 3.9471 0.1996 -1.2089
C 2.5784 0.0705 -1.1933
N 1.8987 0.0194 0.0067
C 1.6803 -0.0698 -2.3237
C 2.0676 -0.0817 -3.6636
C 1.1164 -0.2682 -4.6415
C -0.2192 -0.4444 -4.2722
C -0.5411 -0.4113 -2.9375
N 0.3683 -0.2224 -1.9681
H -0.9878 -0.6018 5.0262
H 1.4122 -0.2941 5.6972
H 3.1121 0.0327 3.9361
H -1.5655 -0.5332 2.6303
H 4.4838 0.2322 2.1597
H 5.7208 0.3771 0.0053
H 4.4815 0.2374 -2.1476
H 3.1068 0.0485 -3.9259
H 1.4038 -0.2817 -5.6839
H -0.9934 -0.6022 -5.0085
H -1.5664 -0.5415 -2.6119
O -6.6594 -2.3141 0.0365
N -6.4335 -1.1269 -0.0484
O -7.2897 -0.2781 0.0379
C -4.9909 -0.6740 -0.0299
C -4.8948 0.6588 -0.0239
C -3.7434 1.5621 -0.0111
C -3.9472 2.9436 -0.0112
C -2.8756 3.8130 0.0021
C -1.5962 3.2784 0.0130
N -1.3683 1.9657 0.0122
C -2.4220 1.1660 0.0001
C -2.5468 -1.3343 -0.0081
N -1.5107 -2.1551 -0.0032
C -1.7287 -3.4661 -0.0095
C -3.0140 -3.9684 -0.0210
C -4.0776 -3.0840 -0.0277
C -3.8941 -1.6950 -0.0220
H -5.8461 1.1726 -0.0325
H -4.9609 3.3235 -0.0209
H -3.0264 4.8818 0.0031
H -0.7163 3.9080 0.0226
H -0.8505 -4.0975 -0.0047
H -3.1983 -5.0320 -0.0253
H -5.0750 -3.4814 -0.0367
O -2.0163 -0.0972 0.0008
*
```

Calculated values
gap between HOMO and LUMO (alpha / beta) = 5.22 / 5.84 eV
LUMO energy (alpha / beta) = -3.81 / -3.81 eV
expectation value of S² = 0.811
energy relative to the best compared isomer or geometry (same formula, charge and spin) = 1.580 eV

Below is a 19-piece molecular cluster, C24H43Cl36F9O3PS overall in a non-equilibrium geometry, with properties calculated with ωB97M-V with the def2-TZVPD basis set.

```
! RIJCOSX wB97M-V def2-TZVPD def2/J DEFGRID3
* xyz 1 1
O -0.9105 1.7204 2.1036
S -1.4240 0.9107 0.9295
O -0.7436 -0.4175 1.0047
P -3.5103 0.5813 1.3195
C -3.6681 -0.5234 2.8394
C -3.5569 0.2424 4.2388
O -2.2099 0.6428 4.5876
C -1.0603 1.9162 -0.5898
F -2.1218 2.8709 -0.6938
F 0.1083 2.6905 -0.4272
C -1.0474 1.1228 -1.9758
F -0.6483 2.0813 -2.9560
F -2.3398 0.7126 -2.3938
C 0.0006 -0.0781 -2.0788
F -0.6832 -1.2963 -1.8139
F 1.1261 0.0884 -1.2358
C 0.6187 -0.2709 -3.5639
F 1.7305 0.5417 -3.7709
F 1.1117 -1.6017 -3.5769
F -0.3419 -0.2136 -4.5675
H -4.1688 -0.0873 0.2412
H -4.1917 1.8238 1.5178
H -2.9240 -1.3843 2.7566
H -4.7338 -0.9970 2.8121
H -3.8644 -0.5224 5.0426
H -4.2494 1.1476 4.3352
H -2.1661 1.5989 4.3774
C -0.8289 -0.2952 7.9884
Cl -0.7252 0.9541 9.2337
Cl -2.5096 -0.6026 7.5312
H -0.2776 0.0340 7.1094
H -0.3929 -1.2158 8.3740
C -3.3585 4.7452 -3.4176
Cl -3.3167 6.1939 -2.4063
Cl -4.8944 3.8862 -3.2431
H -3.2333 5.0363 -4.4585
H -2.5475 4.0830 -3.1197
C -2.3924 -1.6528 -6.9340
Cl -1.2357 -2.8299 -7.5662
Cl -3.9377 -2.4190 -6.5459
H -1.9837 -1.2055 -6.0312
H -2.5582 -0.8837 -7.6838
C -3.1422 2.4771 -7.7996
Cl -3.3491 4.1259 -7.2011
Cl -2.1273 1.5310 -6.7032
H -4.1190 2.0024 -7.8753
H -2.6712 2.5111 -8.7804
C 1.9913 3.1834 9.1701
Cl 2.5314 4.4293 10.3015
Cl 3.2413 1.9590 8.9214
H 1.1024 2.7014 9.5722
H 1.7588 3.6503 8.2146
C 5.2821 0.8068 -3.9148
Cl 5.8217 2.0464 -2.7764
Cl 6.5466 -0.3946 -4.1961
H 4.4053 0.3083 -3.5057
H 5.0284 1.2816 -4.8608
C -6.1869 -3.7328 2.5825
Cl -5.6569 -2.4851 3.7237
Cl -4.9299 -4.9473 2.3380
H -7.0770 -4.2175 2.9788
H -6.4166 -3.2631 1.6275
C 10.1370 0.2549 -4.4466
Cl 10.6730 1.4949 -3.3036
Cl 11.4057 -0.9432 -4.7292
H 9.2605 -0.2473 -4.0392
H 9.8803 0.7320 -5.3944
C -0.1463 -4.0784 -11.1867
Cl -1.4020 -2.8339 -11.1898
Cl -0.6218 -5.4705 -12.1650
H 0.7702 -3.6561 -11.5945
H 0.0221 -4.4068 -10.1625
C 9.8121 1.3995 -8.5210
Cl 9.3530 0.2186 -7.2862
Cl 8.5186 2.5713 -8.7979
H 10.7037 1.9285 -8.1892
H 10.0192 0.8747 -9.4516
C -2.0665 -2.3511 10.7784
Cl -0.3668 -2.7435 11.0732
Cl -3.0982 -3.7703 10.9912
H -2.3779 -1.5788 11.4796
H -2.1731 -1.9876 9.7580
C -6.3782 -6.0572 11.8648
Cl -5.2087 -5.9388 10.5442
Cl -7.0108 -4.4663 12.3040
H -7.2046 -6.6913 11.5492
H -5.8878 -6.4945 12.7325
C -4.2930 -0.6261 -12.5198
Cl -4.1668 0.5864 -11.2370
Cl -5.9799 -0.9251 -12.9503
H -3.7616 -0.2674 -13.3992
H -3.8459 -1.5571 -12.1726
C 8.3508 3.8321 -0.9498
Cl 8.4192 5.5885 -0.7621
Cl 8.6972 3.0118 0.5769
H 7.3534 3.5511 -1.2835
H 9.0871 3.5263 -1.6908
C 14.6173 -0.2884 -6.3023
Cl 14.4238 0.1071 -8.0151
Cl 15.8643 -1.5184 -6.0662
H 14.9022 0.6123 -5.7616
H 13.6715 -0.6657 -5.9190
C -7.9543 0.7475 3.7979
Cl -6.7713 0.8718 2.4815
Cl -8.5923 2.3351 4.2301
H -8.7783 0.1086 3.4751
H -7.4689 0.3117 4.6696
C 4.9751 1.4497 12.2557
Cl 6.6722 1.0547 12.5522
Cl 3.9403 0.0322 12.4702
H 4.6645 2.2227 12.9562
H 4.8697 1.8126 11.2353
C -9.4797 -2.6985 5.3596
Cl -9.9603 -1.4179 6.4762
Cl -9.2260 -2.0601 3.7279
H -8.5516 -3.1457 5.7121
H -10.2639 -3.4525 5.3257
*
```

Calculated values
gap between HOMO and LUMO = 6.29 eV
LUMO energy = -5.35 eV

Below is a 2-piece molecular cluster, C4H10NS overall in a non-equilibrium geometry, with properties calculated with ωB97M-V with the def2-TZVPD basis set.

```
! RIJCOSX wB97M-V def2-TZVPD def2/J DEFGRID3
* xyz 1 1
C -0.3626 0.0622 2.2406
C 0.1939 -0.0302 0.9873
C 2.0086 0.9197 -1.1547
C -1.2641 -1.0388 -0.6868
N -2.2360 -0.1083 -0.6762
S 1.9248 0.3741 0.6357
H 0.0331 0.4376 3.1896
H -1.4047 -0.2917 2.5868
H 0.9151 0.7426 -1.5738
H 2.6076 0.1990 -1.6908
H 2.2698 2.0016 -1.4454
H -0.4800 -0.9165 -1.4783
H -1.2413 -1.9439 -0.0674
H -2.3241 0.5807 -1.4317
H 2.3623 -0.8148 0.5400
H -3.0024 -0.1733 0.0250
*
```

Calculated values
gap between HOMO and LUMO (alpha / beta) = 8.48 / 8.48 eV
LUMO energy (alpha / beta) = -3.55 / -3.55 eV
energy relative to the best compared isomer or geometry (same formula, charge and spin) = 4.904 eV

Below is C23H28FN3O4S in the gas phase in a non-equilibrium geometry, with properties calculated with ωB97M-V with the def2-TZVPD basis set.

```
! RIJCOSX wB97M-V def2-TZVPD def2/J DEFGRID3
* xyz 0 1
C -3.1000 2.0660 -2.9334
C -2.0233 3.0091 -2.4091
O -0.7180 2.4632 -2.4978
C -0.3299 1.4986 -1.6041
C -1.0808 1.0617 -0.5268
C -0.5934 0.0816 0.3264
N -1.2898 -0.4205 1.4243
C -2.5776 -0.2999 1.8169
S -3.7284 0.6762 1.1317
N -2.9570 -1.0641 2.8677
C -2.1470 -1.9514 3.6645
C -3.0818 -2.8184 4.5235
C -2.2995 -3.7410 5.4809
C -2.9228 -3.4496 6.8484
C -3.4487 -2.0289 6.6511
O -3.9223 -2.0008 5.3206
C 0.6874 -0.4606 0.1118
O 1.0777 -1.4292 1.0089
C 2.4052 -1.9207 0.9607
C 3.4255 -0.9282 1.5071
C 1.4398 -0.0229 -0.9622
C 0.9431 0.9471 -1.8235
N 1.6548 1.4159 -2.9301
C 2.9079 1.0950 -3.3405
O 3.6564 0.3328 -2.7570
C 3.3241 1.7836 -4.6029
C 2.4297 2.1310 -5.6120
C 2.8859 2.7373 -6.7696
C 4.2323 3.0115 -6.9384
C 5.1107 2.6492 -5.9324
F 6.4245 2.9054 -6.0917
C 4.6819 2.0333 -4.7740
H -2.8690 1.7641 -3.9525
H -3.1737 1.1764 -2.3144
H -4.0593 2.5749 -2.9235
H -1.9756 3.9066 -3.0333
H -2.2426 3.3134 -1.3802
H -2.0574 1.4638 -0.3258
H -0.7178 -1.0766 1.9423
H -3.8758 -0.8678 3.2406
H -1.4713 -1.3842 4.3223
H -1.5505 -2.6114 3.0244
H -3.7403 -3.3821 3.8521
H -2.3910 -4.7866 5.1975
H -1.2425 -3.4727 5.4771
H -2.2088 -3.5223 7.6648
H -3.7549 -4.1268 7.0395
H -4.2834 -1.7709 7.3027
H -2.6434 -1.2928 6.7896
H 2.6657 -2.2229 -0.0593
H 2.3786 -2.8156 1.5901
H 4.4091 -1.3887 1.5150
H 3.4625 -0.0341 0.8909
H 3.1610 -0.6403 2.5221
H 2.4187 -0.4178 -1.1681
H 1.1426 2.1182 -3.4469
H 1.3780 1.9042 -5.5171
H 2.1876 2.9978 -7.5505
H 4.6045 3.4875 -7.8316
H 5.3828 1.7441 -4.0069
*
```

Calculated values
gap between HOMO and LUMO = 7.91 eV
LUMO energy = 0.52 eV
SMILES string = CCOc1cc(NC(=S)NC[C@H]2CCCO2)c(OCC)cc1NC(=O)c1cccc(F)c1
energy relative to the best compared isomer or geometry (same formula, charge and spin) = 1.104 eV